No. 1
98
Properties=species:S:1:pos:R:3 method="wB97M-V/def2-TZVPD" s_squared=3.780 multiplicity=4 lumo_energy_ha="-0.014 / -0.008"
Cr 1.6812 0.6552 0.0739
C 3.1256 -3.4699 0.2245
C 1.8737 -3.1469 0.9977
C 0.9852 -4.3259 0.9296
C -0.3429 -4.1476 0.7505
C -1.1047 -2.9061 0.9232
C 0.3869 -1.8621 2.7273
C 0.5382 -0.6760 3.6118
C 1.5362 -2.0084 1.6689
N 2.2482 -0.8223 1.3680
C 3.5209 -0.7086 1.9062
O 4.0516 -1.5055 2.7115
C 4.2585 0.5404 1.4044
C 5.4940 0.9525 1.8143
C 6.0686 2.0298 1.1683
C 5.4031 2.7034 0.1499
C 4.1027 2.2422 -0.1305
N 3.5701 1.2024 0.5056
C 3.1537 2.7993 -1.1747
O 3.5687 3.7803 -1.8021
N 1.9253 2.2090 -1.2485
C 0.8558 2.7974 -2.0028
C 0.3433 4.0675 -1.6973
C 0.8680 4.8946 -0.5137
C -0.7789 4.5321 -2.3623
C -1.3210 3.8172 -3.4042
C -0.8128 2.5499 -3.7580
C 0.3520 2.0927 -3.1251
C 0.9957 0.8173 -3.6221
H 3.0206 -3.2664 -0.8449
H 3.3730 -4.4640 0.3435
H 3.9674 -2.8975 0.5900
H 1.4443 -5.3194 0.9131
H -0.9751 -5.0656 0.5823
H -2.1463 -3.1006 0.6529
H -0.1069 -0.7646 4.4523
H 0.2960 0.3098 3.1658
H 1.5440 -0.5054 3.9260
H 6.0361 0.3249 2.5302
H 7.1123 2.2719 1.3242
H 5.9089 3.4043 -0.4909
H 1.4466 4.3105 0.1935
H 0.0137 5.4231 -0.0425
H 1.5636 5.6624 -0.8450
H -1.2639 5.4667 -2.0973
H -2.1103 4.2960 -4.0003
H -1.3598 1.9267 -4.5013
H 1.1144 0.8522 -4.7088
H 0.3569 -0.0665 -3.3435
H 1.9067 0.5977 -3.1125
N 0.6405 1.9394 1.3509
C -0.3676 2.4411 1.2603
C -1.6089 3.1279 1.0005
C -2.3669 2.7152 -0.0837
C -3.5680 3.4121 -0.3099
C -3.9611 4.5035 0.4345
C -3.1820 4.8648 1.4921
C -2.0437 4.2327 1.7448
H -2.0471 1.9061 -0.7641
H -4.1902 3.0192 -1.1658
H -4.8410 5.0713 0.2489
H -3.4528 5.7276 2.0495
H -1.4250 4.5359 2.5657
N 0.1533 -0.2759 -0.3596
P -0.7274 -1.5360 -0.4015
C -0.0804 -2.5588 -1.7371
C 1.2149 -2.3352 -2.2123
C 1.7707 -3.1337 -3.1977
C 1.0071 -4.1355 -3.7629
C -0.2668 -4.4672 -3.1753
C -0.7836 -3.6954 -2.1882
C -1.0188 -2.3537 2.3581
C -0.1655 -3.1295 3.3773
C -0.7068 -3.2025 4.7888
C -1.8126 -2.5299 5.1643
C -2.5817 -1.7591 4.1801
C -2.2794 -1.7752 2.8638
C -2.3980 -1.1159 -0.8979
C -2.9805 -1.5453 -2.1030
C -4.2821 -1.2102 -2.4307
C -5.0614 -0.3790 -1.6304
C -4.5392 0.0380 -0.4033
C -3.2382 -0.3405 -0.0680
H 1.8313 -1.6200 -1.7580
H 2.7024 -2.9085 -3.6608
H 1.3264 -4.7825 -4.5351
H -0.7886 -5.2544 -3.6057
H -1.7743 -3.8713 -1.7049
H 0.2985 -4.0547 3.1145
H -0.1771 -3.8680 5.4633
H -2.3350 -2.5957 6.1089
H -3.4812 -1.2612 4.5791
H -3.0526 -1.3874 2.1573
H -2.4249 -2.0614 -2.7863
H -4.6620 -1.5301 -3.3974
H -6.0249 -0.0382 -1.9103
H -5.1087 0.6427 0.2976
H -2.8282 0.0345 0.8686

***

No. 2
107
Properties=species:S:1:pos:R:3 method="wB97M-V/def2-TZVPD" s_squared=3.764 multiplicity=4 lumo_energy_ha="-0.046 / -0.045"
V -0.4914 0.1837 0.2249
C 2.5392 2.4339 -2.3325
C 1.4630 1.4161 -2.1360
N 1.1137 1.1762 -0.7565
C 2.3282 1.0973 -0.0054
C 3.5480 1.5174 -0.4476
N 3.5763 2.4234 -1.5686
C 2.1506 0.4885 1.3448
C 3.1373 0.7685 2.3010
C 3.0461 0.2202 3.5620
C 2.1348 -0.8636 3.7255
C 1.2605 -1.1432 2.7098
N 1.1491 -0.4159 1.5564
C 0.4242 -2.3469 2.8277
C -0.5128 -2.4887 3.8795
N -1.1985 -3.6344 4.0198
C -0.9574 -4.6366 3.1521
C -0.0367 -4.5115 2.1269
N 0.6926 -3.3508 1.9619
C 3.8511 0.6608 4.7418
C 5.2254 0.9870 4.7711
C 5.8263 1.3350 5.9125
N 5.1986 1.5282 7.1273
C 3.9091 1.1879 7.1586
C 3.2056 0.7080 6.0112
H 2.5751 3.0787 -3.2218
H 1.9048 0.4787 -2.5237
H 4.4017 1.3314 0.1215
H 3.7503 1.6459 2.0285
H 2.2194 -1.5079 4.5803
H -0.6496 -1.6447 4.5236
H -1.6181 -5.5267 3.1438
H 0.1360 -5.2925 1.4456
H 5.7819 1.0905 3.9046
H 6.8819 1.6472 5.9242
H 3.5076 1.2607 8.1693
H 2.1572 0.6023 6.1567
O -4.2020 2.4200 6.5748
N -3.0499 2.4475 6.2325
O -2.2462 3.0614 6.8008
C -2.7555 1.6899 5.0548
C -3.3915 0.5333 4.8744
C -3.1619 -0.2564 3.7626
C -3.9075 -1.5148 3.4723
C -3.6383 -2.1594 2.3079
C -2.7769 -1.5859 1.3561
N -2.0554 -0.5592 1.6451
C -2.2382 0.1154 2.7976
C -1.4185 1.3046 3.0067
N -0.6689 1.6720 1.8655
C -0.1482 2.8834 1.8895
C -0.2946 3.7391 2.9787
C -1.1087 3.3647 4.0702
C -1.6574 2.1117 4.1201
H -4.2120 0.2750 5.5657
H -4.6057 -1.9365 4.2472
H -4.1352 -3.1178 2.1173
H -2.5621 -2.0426 0.4224
H 0.4417 3.0522 1.0636
H 0.2008 4.6342 3.0381
H -1.2741 4.0597 4.8405
C -3.2321 -2.9292 -6.2606
C -1.7369 -2.7256 -6.0890
C -1.0482 -3.9724 -6.5929
C 0.4764 -3.7637 -6.4489
C 0.9050 -3.3101 -5.0658
C 2.2234 -3.3466 -4.7000
C 2.5619 -3.0258 -3.3867
F 3.8348 -3.1918 -2.8838
C 1.6773 -2.4605 -2.5206
C 0.4083 -2.2567 -2.9086
C -0.6122 -1.6057 -2.0561
O -0.3648 -1.5463 -0.8364
C -1.8352 -1.1419 -2.6576
C -2.0989 -1.5721 -3.9250
N -1.2625 -2.3910 -4.6460
C 0.0295 -2.6594 -4.1831
C -2.6718 0.0020 -2.0620
O -3.5543 0.4127 -2.7995
O -2.4018 0.3539 -0.8784
H -3.3316 -3.3275 -7.2883
H -3.8023 -2.0423 -6.1792
H -3.6411 -3.5983 -5.5494
H -1.3429 -1.8489 -6.6517
H -1.3326 -4.2222 -7.6564
H -1.3054 -4.8069 -6.0309
H 0.7198 -3.0289 -7.2604
H 1.0070 -4.6439 -6.6524
H 2.9927 -3.7267 -5.4026
H 2.0878 -2.2431 -1.5758
H -3.0622 -1.2988 -4.3099
C -1.5431 4.0160 -4.2981
Si -0.5221 3.5393 -2.7635
C 0.8395 4.8648 -2.6762
C -1.4024 3.6324 -1.1097
C 0.1742 1.8474 -2.9538
H -1.9066 5.0228 -4.1525
H -2.4304 3.4343 -4.5412
H -0.9249 4.1519 -5.1589
H 0.3861 5.9065 -2.6233
H 1.5604 4.9011 -3.5343
H 1.4978 4.7151 -1.8346
H -2.2415 4.2717 -0.9685
H -0.6018 3.8591 -0.3714
H -1.8277 2.6516 -0.8726
H -0.6361 1.1212 -2.8788
H 0.5266 1.8871 -4.0290

***

No. 3
103
Properties=species:S:1:pos:R:3 method="wB97M-V/def2-TZVPD" s_squared=0.797 multiplicity=2 lumo_energy_ha="-0.372 / -0.374" charge=+3
Ru -0.9243 0.5090 -0.3858
C 1.9968 2.2679 -1.4879
C 1.8881 2.2253 0.0027
C 2.8800 2.8234 0.7781
C 2.8088 2.7486 2.1532
C 1.7409 2.0824 2.7305
C 0.7656 1.5296 1.9134
N 0.8489 1.5932 0.5642
C -0.4250 0.8649 2.4743
C -0.6784 0.7726 3.8361
C -1.8718 0.2109 4.2592
C -2.8035 -0.1871 3.3174
C -2.4921 -0.0843 1.9653
N -1.2964 0.3816 1.5712
C -3.4436 -0.4014 0.8879
C -4.7013 -0.8958 1.1882
C -5.5899 -1.1710 0.1682
C -5.1977 -0.8955 -1.1224
C -3.9308 -0.3748 -1.3771
C -3.5932 -0.0646 -2.8005
N -3.0472 -0.1438 -0.3869
H 3.0399 2.3305 -1.7917
H 1.4876 3.1482 -1.8841
H 1.5476 1.3796 -1.9222
H 3.7044 3.3256 0.2921
H 3.5725 3.1995 2.7716
H 1.6852 1.9991 3.8047
H 0.0243 1.1513 4.5617
H -2.0905 0.1262 5.3150
H -3.7625 -0.5590 3.6402
H -4.9871 -1.0947 2.2079
H -6.5643 -1.5888 0.3779
H -5.8676 -1.0748 -1.9505
H -4.5003 -0.0617 -3.3996
H -2.9279 -0.8231 -3.2123
H -3.1284 0.9120 -2.8865
O -0.7921 7.0223 4.2519
C -0.8087 5.7119 4.0756
O -0.4664 4.9332 4.9243
C -1.2027 5.1563 2.7300
C -1.9764 3.9985 2.7176
C -2.1392 3.2927 1.5477
C -1.4741 3.6925 0.3849
C -0.7703 4.8989 0.3784
C -0.6487 5.6328 1.5476
N -1.3913 2.7887 -0.6794
C -1.2894 3.1229 -1.9094
C -0.9452 2.1233 -2.8994
C -0.8530 2.4562 -4.2477
C -0.5494 1.4740 -5.1744
C -0.3680 0.1754 -4.7182
C -0.4750 -0.0758 -3.3613
N -0.7269 0.8687 -2.4517
H -1.1355 7.5453 3.5183
H -2.4146 3.6501 3.6429
H -2.7761 2.4192 1.5120
H -0.2737 5.2324 -0.5244
H -0.0727 6.5497 1.5403
H -1.4731 4.1398 -2.2536
H -1.0148 3.4806 -4.5548
H -0.4781 1.7086 -6.2270
H -0.1558 -0.6337 -5.4023
H -0.3846 -1.0857 -2.9762
C 3.4379 -1.0850 1.0354
C 1.9704 -1.3573 1.0415
N 1.2992 -1.0670 -0.2042
C 2.0117 -1.1131 -1.2828
C 3.4356 -1.1494 -1.3539
C 4.1292 -0.9925 -0.1161
C 4.1068 -1.1306 -2.6158
C 3.6376 -1.6956 -3.7517
C 2.5866 -2.7152 -3.7773
C 2.6036 -3.7708 -2.8541
C 1.6053 -4.7233 -2.9824
N 0.6794 -4.6381 -3.9238
C 0.7537 -3.6329 -4.7844
N 1.6632 -2.6704 -4.7350
H 3.9235 -0.9989 1.9992
H 1.4863 -0.7997 1.8418
H 1.4735 -1.0209 -2.2193
H 5.1990 -0.8285 -0.1248
H 5.0494 -0.5936 -2.6552
H 4.0896 -1.4635 -4.7086
H 3.3984 -3.8562 -2.1269
H 1.5530 -5.5854 -2.3258
H 0.0196 -3.6000 -5.5801
C -0.2149 -5.2861 0.0289
S -0.7138 -3.5623 0.4081
O -2.0388 -3.6866 1.0384
C 0.4301 -3.3465 1.7768
C 1.8273 -2.9560 1.4859
C 2.7047 -3.1273 2.6692
C 2.2065 -3.2301 3.9264
C 0.8219 -3.3477 4.1412
C -0.0425 -3.4682 3.0470
H -0.6354 -5.9161 0.8110
H 0.8702 -5.3651 0.0041
H -0.6463 -5.5495 -0.9342
H 2.2075 -3.5224 0.6286
H 3.7724 -3.1502 2.4941
H 2.8786 -3.2835 4.7725
H 0.4363 -3.4403 5.1480
H -1.0875 -3.7140 3.1932

***

No. 4
109
Properties=species:S:1:pos:R:3 method="wB97M-V/def2-TZVPD" lumo_energy_ha=0.004
Y 0.0861 -0.1327 0.1838
Cl 5.3466 5.4703 -2.0640
C 4.1950 4.2563 -1.5792
C 4.0947 3.8942 -0.2551
C 3.1509 2.9599 0.1265
Cl 3.1695 2.4428 1.7826
C 2.2015 2.3791 -0.7643
O 1.2127 1.6215 -0.3493
C 2.4593 2.7131 -2.1259
Cl 1.5942 1.9075 -3.3964
C 3.4063 3.6409 -2.5242
H 4.7514 4.3344 0.4839
H 3.5308 3.8626 -3.5760
C 1.1781 3.2666 4.4135
N 1.2925 1.8143 4.4449
C 2.0780 1.0761 5.3194
C 1.8644 -0.2140 5.0610
N 0.9310 -0.2825 4.0146
C 0.6131 0.9953 3.6034
S -0.4450 1.5451 2.4330
C 0.4367 -1.5140 3.5136
C 0.6628 -2.6660 4.2564
C 0.2355 -3.8811 3.7573
C -0.4280 -3.9189 2.5458
C -0.6426 -2.7215 1.9064
N -0.2269 -1.5366 2.3668
H 1.8245 3.6764 5.1853
H 0.1453 3.5605 4.5948
H 1.4741 3.6439 3.4413
H 2.7152 1.5378 6.0562
H 2.3198 -1.0769 5.5114
H 1.1599 -2.6275 5.2133
H 0.4207 -4.7894 4.3142
H -0.7778 -4.8476 2.1127
H -1.1809 -2.6899 0.9659
C 3.6218 -1.4661 -2.7877
C 2.9973 -2.1285 -3.8309
C 1.6118 -2.1569 -3.8713
C 0.9010 -1.5400 -2.8540
N 1.5011 -0.9156 -1.8405
C 2.8321 -0.8684 -1.8240
C -0.5834 -1.5865 -2.8199
C -1.3338 -1.3742 -3.9624
C -2.7124 -1.4184 -3.8661
C -3.2873 -1.7474 -2.6506
C -2.4586 -1.9528 -1.5623
N -1.1267 -1.8364 -1.6172
H 4.7016 -1.4186 -2.7085
H 3.5808 -2.6246 -4.5976
H 1.0835 -2.6738 -4.6631
H 3.2823 -0.3222 -0.9995
H -0.8429 -1.1244 -4.8955
H -3.3299 -1.1932 -4.7275
H -4.3608 -1.8186 -2.5328
H -2.8825 -2.2251 -0.6021
C -5.2766 -0.2401 0.4625
Si -3.6100 0.1236 1.3048
C -3.4523 -1.3778 2.4307
C -3.8923 1.5809 2.4633
N -2.3016 0.3371 0.1769
C -2.5649 1.2045 -0.8790
C -3.7623 1.9462 -1.0455
C -4.0307 2.6618 -2.2009
C -3.1084 2.7229 -3.2388
C -1.8794 2.1032 -3.0561
C -1.6145 1.3808 -1.9029
H -5.8040 -1.0451 0.9859
H -5.1506 -0.5377 -0.5882
H -5.9330 0.6378 0.4674
H -4.4275 -1.5071 2.9174
H -2.7056 -1.2464 3.2183
H -3.2350 -2.3097 1.8937
H -4.9521 1.6833 2.7336
H -3.5633 2.5194 2.0002
H -3.3151 1.4526 3.3818
H -4.4950 1.9711 -0.2472
H -4.9774 3.1864 -2.2870
H -3.3285 3.2623 -4.1528
H -1.1162 2.1950 -3.8143
H -0.6378 0.9229 -1.7938
Cl 1.9919 -5.0564 -2.4445
C 2.1065 -6.3612 -1.3135
C 1.7412 -7.6354 -1.7134
C 1.7615 -8.6693 -0.7932
C 2.1295 -8.4330 0.5216
C 2.5101 -7.1554 0.9004
Cl 2.9878 -6.8843 2.5470
C 2.5316 -6.0864 -0.0081
N 2.9453 -4.8049 0.4064
C 4.1386 -4.2127 -0.0205
C 5.0301 -4.8417 -0.8894
C 6.1897 -4.1978 -1.3003
C 6.4859 -2.9210 -0.8475
C 5.6346 -2.3213 0.0749
C 4.4760 -2.9512 0.5124
C 3.6406 -2.3179 1.6054
C 2.3501 -1.7111 1.0866
O 1.5586 -2.4201 0.4151
O 2.0941 -0.4984 1.3350
H 1.4397 -7.8091 -2.7401
H 1.4827 -9.6710 -1.1022
H 2.1342 -9.2315 1.2526
H 2.1977 -4.1292 0.5694
H 4.8210 -5.8453 -1.2396
H 6.8643 -4.7008 -1.9845
H 7.3849 -2.4117 -1.1754
H 5.8824 -1.3426 0.4799
H 4.2047 -1.5257 2.0914
H 3.3804 -3.0767 2.3516

***

One value per record, in order, for energy: -3663.74981 -4110.83520 -3010.25930 -5491.24782 Ha.